DFT (ωB97M-V/def2-TZVPD) results for a molecular structure, C17H52N8O9.

Lowest unoccupied orbital energy   -0.33 eV
HOMO level   -6.6 eV
Kohn-Sham gap   0.2296 Eh
Largest force on an atom   18.094 eV Å⁻¹
ΔE to the lowest compared entry with this formula, charge and spin   24.006 eV

Geometry as ORCA input:
```
! RIJCOSX wB97M-V def2-TZVPD def2/J DEFGRID3
* xyz 0 1
C 4.36 1.77 1.19
O 3.97 2.87 0.50
H 3.80 1.44 2.06
H 5.47 1.83 1.36
H 4.20 0.81 0.60
H 3.99 3.65 1.13
C -2.57 3.41 2.19
O -3.71 2.80 2.61
N -1.94 2.56 1.52
N -1.49 3.49 2.94
H -2.75 2.01 1.13
H -1.54 2.89 0.57
H -1.66 4.02 3.90
H -0.93 4.33 2.47
C 1.06 0.77 1.62
O 1.99 -0.18 1.62
N -0.19 0.44 1.74
N 0.88 1.82 2.37
H -0.51 0.21 0.74
H -0.39 -0.59 2.08
H 1.28 2.65 1.82
H 1.53 2.00 3.21
C 0.39 4.70 0.78
O -0.46 4.46 -0.31
N -0.11 5.36 1.82
N 1.50 4.16 1.07
H -0.97 5.86 1.55
H 0.56 5.94 2.39
H 2.04 3.68 0.28
H 2.06 4.47 1.89
C -2.92 -1.52 1.38
O -3.27 -1.34 0.09
N -3.53 -1.05 2.49
N -1.69 -1.94 1.69
H -4.41 -0.39 2.26
H -3.71 -1.65 3.40
H -1.28 -2.46 0.93
H -1.31 -2.19 2.64
C 0.29 -3.79 -2.95
C -0.71 -3.59 -1.84
C -0.07 -3.92 -0.51
O -1.29 -2.44 -1.87
H -0.46 -4.03 -3.74
H 0.96 -4.62 -2.87
H 0.87 -2.93 -3.14
H -1.53 -4.27 -2.01
H -0.81 -4.23 0.27
H 0.47 -3.06 -0.20
H 0.61 -4.83 -0.61
H -1.67 -2.31 -2.78
C 0.17 1.75 -1.74
C 0.08 0.25 -1.64
C 1.48 -0.37 -1.63
O -0.51 -0.21 -0.65
H -0.76 2.10 -1.27
H 0.32 2.14 -2.77
H 0.95 2.26 -1.14
H -0.51 -0.14 -2.45
H 2.14 0.17 -2.34
H 1.56 -1.42 -1.87
H 2.02 -0.12 -0.69
H -0.53 -1.11 -0.95
C 3.70 -3.39 -0.34
C 3.39 -4.88 -0.48
C 4.66 -5.68 -0.85
O 2.83 -5.37 0.57
H 2.97 -2.70 0.15
H 3.98 -2.92 -1.30
H 4.61 -3.14 0.26
H 2.74 -5.04 -1.33
H 5.10 -5.17 -1.71
H 4.44 -6.75 -1.13
H 5.34 -5.83 0.05
H 2.26 -6.12 0.27
C -4.74 2.89 -0.61
C -3.97 1.68 -1.16
C -3.30 1.97 -2.49
O -3.02 1.24 -0.54
H -5.71 2.80 -0.95
H -4.15 3.75 -0.81
H -4.86 2.81 0.43
H -4.80 0.93 -1.19
H -4.03 2.24 -3.24
H -2.73 1.16 -2.93
H -2.76 2.82 -2.28
H -2.79 0.34 -0.73
*
```